No. 1
125
Properties=species:S:1:pos:R:3:lowdin_charge:R:1 method="wB97M-V/def2-TZVPD" relative_energy_kj_mol=1251.8 homo_lumo_gap_ha=0.2730
I 2.08 5.06 3.09 0.750
I -0.98 6.03 1.46 0.806
Cl -2.48 -0.86 3.34 0.631
S 2.90 1.49 2.87 0.830
S 7.09 -1.84 0.47 0.702
S 6.23 0.86 2.29 0.642
O -0.38 0.35 4.47 0.003
O 9.51 -0.18 -1.17 -0.097
O -7.12 -3.31 -1.14 -0.246
O 2.12 -2.55 -2.34 -0.065
O 3.24 -4.20 4.17 -0.064
O -6.85 2.58 -3.10 -0.062
O 1.00 -2.64 -1.56 -0.174
O -1.72 0.00 -3.69 -0.067
N 0.75 -0.57 1.43 -0.092
N 4.45 -3.59 -0.63 -0.069
N -2.62 3.26 0.17 0.055
C -1.36 2.78 0.79 -0.195
C 3.37 0.03 1.80 -0.380
C -3.53 3.58 1.09 -0.342
C 0.39 0.86 1.45 -0.135
C 1.26 1.99 2.11 -0.414
C -6.51 -4.42 -0.44 -0.131
C -7.86 -0.94 -0.81 -0.153
C -1.44 1.36 -4.05 -0.496
C -0.46 3.91 1.47 -0.586
C 5.29 -1.49 0.71 -0.457
C -0.10 1.77 -3.45 -0.054
C -0.98 1.28 0.76 -0.027
C -5.32 -0.58 -1.48 -0.194
C -1.81 0.10 0.06 -0.159
C 3.70 -2.33 5.61 -0.056
C -1.43 1.48 -5.56 -0.065
C -7.60 4.26 -1.55 -0.073
C -3.40 0.25 0.13 -0.214
C 9.53 2.15 -0.59 -0.064
C 2.20 -0.81 1.23 -0.127
C 5.14 -3.28 -1.93 -0.276
C 1.47 -3.05 -0.25 -0.130
C -0.69 -0.50 3.59 -0.617
C -6.96 4.85 -3.90 -0.064
C -3.85 2.77 2.43 -0.046
C 2.60 -2.08 0.36 0.034
C 0.89 3.50 2.16 -0.693
C -6.68 3.95 -2.71 -0.499
C -4.36 4.95 0.87 -0.090
C 0.38 -1.29 2.70 -0.116
C 10.26 1.02 -1.30 -0.493
C -6.49 -0.10 -0.48 -0.207
C -4.07 -1.08 -0.55 -0.185
C 3.11 -3.73 5.51 -0.504
C 11.65 0.81 -0.71 -0.063
C -7.68 -2.40 -0.13 -0.220
C 4.89 -0.23 1.57 -0.536
C 6.46 -4.18 -2.19 -0.122
C 3.81 -4.70 6.45 -0.066
C 4.13 -2.37 0.15 -0.159
H 1.34 -1.43 3.32 0.129
H -8.72 -0.34 -0.34 0.106
H -7.39 3.59 -0.70 0.065
H -0.12 1.67 -2.36 0.065
H -1.02 -0.55 -4.05 0.086
H 1.87 -4.13 -0.34 0.135
H 1.91 -1.88 -3.02 0.123
H 0.55 -3.14 0.45 0.125
H 3.38 -5.70 6.36 0.080
H 6.20 -5.11 -2.83 0.075
H -2.91 2.34 2.96 0.085
H 9.40 1.93 0.47 0.077
H 0.02 -2.35 2.39 0.127
H -5.42 -4.18 -0.12 0.092
H -6.16 -0.28 0.61 0.101
H -1.23 2.51 -5.87 0.080
H 3.71 -4.37 7.49 0.080
H 12.16 -0.02 -1.21 0.081
H 7.28 -3.63 -2.79 0.074
H 8.53 2.28 -1.02 0.079
H 10.35 1.24 -2.36 0.140
H -5.69 -1.43 -2.18 0.110
H -5.43 4.77 0.51 0.063
H 4.76 -2.34 5.34 0.085
H -1.47 0.07 -1.06 0.117
H 5.04 -4.20 -0.04 0.106
H 4.38 -3.50 -2.77 0.106
H -5.63 4.06 -2.40 0.137
H -4.66 1.95 2.31 0.082
H 3.20 -1.65 4.91 0.061
H -6.30 4.61 -4.74 0.080
H -7.47 5.29 -1.21 0.079
H -7.77 2.47 -3.38 0.090
H 9.43 -0.39 -0.23 0.050
H -6.82 5.90 -3.64 0.080
H -1.56 -0.95 0.47 0.105
H -6.72 1.01 -0.65 0.087
H -2.39 1.17 -5.98 0.081
H 11.59 0.54 0.35 0.083
H 4.18 -4.24 3.95 0.087
H 10.08 3.09 -0.69 0.081
H -4.30 3.53 3.18 0.084
H -3.77 0.34 1.22 0.049
H -3.34 -1.58 -1.29 0.114
H -3.78 1.13 -0.52 0.106
H 0.13 2.81 -3.69 0.083
H -7.96 -1.02 -1.96 0.120
H -6.48 -5.35 -1.13 0.101
H 2.04 -3.69 5.74 0.138
H -8.72 -2.76 0.21 0.124
H 0.71 1.13 -3.81 0.078
H 6.60 1.74 1.26 -0.106
H 6.91 -4.60 -1.22 0.064
H -7.11 -4.63 0.51 0.091
H -8.65 4.10 -1.82 0.083
H 5.37 -2.14 -1.95 0.105
H -7.99 4.71 -4.26 0.081
H -4.44 5.43 1.92 0.079
H -0.66 0.83 -6.00 0.080
H -6.96 -2.34 0.77 0.115
H -5.03 0.29 -2.17 0.104
H -3.78 5.69 0.23 0.037
H -2.24 1.97 -3.63 0.140
H 4.87 -4.78 6.21 0.081
H -4.42 -1.85 0.22 0.095
H 12.26 1.71 -0.80 0.081
H 3.60 -1.93 6.62 0.084
H 7.51 -1.40 -0.79 -0.098

***

No. 2
74
Properties=species:S:1:pos:R:3:lowdin_charge:R:1 method="wB97M-V/def2-TZVPD" charge=+2 homo_lumo_gap_ha=0.3191
In -0.79 -0.01 0.34 0.883
Br 2.28 0.00 -0.06 1.009
Si -3.10 1.29 -1.56 0.386
Si -0.47 2.88 -0.64 0.270
Si -2.77 2.48 1.45 0.402
O 0.63 2.46 0.58 -0.446
N -2.45 -1.71 0.41 0.000
N 0.00 -0.27 2.48 0.003
N 0.56 -2.03 -0.43 -0.014
C -1.94 1.80 -0.13 -0.489
C 0.21 -3.31 -0.68 -0.076
C -3.84 1.27 2.38 -0.159
C 1.86 -1.81 -0.25 -0.709
C 1.10 -4.38 -0.69 -0.217
C 0.32 2.43 -2.25 -0.144
C -3.43 2.80 -2.59 -0.148
C -4.72 0.60 -0.97 -0.154
C 0.60 -5.78 -0.92 -0.014
C 2.84 -2.78 -0.26 -0.051
C -1.35 -2.03 3.68 -0.165
C -0.84 4.68 -0.56 -0.131
C 0.03 -1.48 3.36 -0.192
C -1.55 3.16 2.71 -0.149
C 2.44 -4.08 -0.47 0.033
C -3.88 3.85 0.84 -0.155
C 1.80 3.27 0.84 -0.119
C -2.23 0.00 -2.61 -0.164
C -3.03 -2.13 1.72 -0.189
C -2.00 -2.87 2.58 -0.154
H -0.58 3.40 2.30 0.015
H -2.01 -1.20 3.97 0.114
H -1.97 4.07 3.15 0.058
H -1.41 2.47 3.55 0.035
H 3.88 -2.52 -0.12 0.126
H -1.15 5.00 0.44 0.045
H -0.82 -3.51 -0.90 0.117
H 0.64 -2.24 2.87 0.122
H 2.36 2.83 1.66 0.087
H -4.40 0.58 1.73 0.018
H 1.51 4.28 1.14 0.093
H -3.28 0.69 3.12 0.019
H -1.88 -0.87 -2.03 -0.003
H 0.02 -6.12 -0.06 0.096
H -4.58 1.85 2.93 0.064
H -0.04 -5.84 -1.80 0.097
H -3.90 -2.77 1.54 0.133
H -2.91 -0.39 -3.38 0.060
H -0.52 0.47 2.95 0.083
H -4.65 -0.30 -0.36 0.015
H 2.45 3.34 -0.04 0.092
H -3.37 4.56 0.19 0.025
H 0.05 5.26 -0.83 0.059
H -3.96 3.57 -2.02 0.041
H 0.95 0.10 2.39 0.062
H 1.20 3.08 -2.40 0.059
H -2.51 3.25 -2.98 0.031
H -2.49 -3.73 3.03 0.124
H -4.75 3.45 0.31 0.036
H -1.37 0.43 -3.12 0.034
H -0.33 2.58 -3.11 0.043
H -5.33 0.35 -1.84 0.060
H -2.12 -2.53 -0.07 0.057
H -3.18 -1.33 -0.18 0.048
H -4.26 4.40 1.71 0.057
H 0.53 -1.21 4.29 0.133
H -1.24 -2.64 4.57 0.128
H -5.29 1.34 -0.39 0.041
H 3.18 -4.88 -0.49 0.141
H 0.68 1.40 -2.26 0.014
H -4.05 2.53 -3.44 0.056
H 1.43 -6.47 -1.06 0.092
H -1.22 -3.28 1.93 0.103
H -1.64 4.95 -1.26 0.049
H -3.38 -1.25 2.23 0.076

***

No. 3
51
Properties=species:S:1:pos:R:3:lowdin_charge:R:1 method="wB97M-V/def2-TZVPD" relative_energy_kj_mol=2.0 smiles="C=CCOC(=O)C1=C[C@@H](c2ccc(Br)cc2)[C@H](CCCO)[C@@H](OCC)O1" homo_lumo_gap_ha=0.3487
Br 5.41 -1.29 -0.41 0.720
O 1.89 4.37 1.40 -0.066
O -4.64 -1.66 -0.64 0.142
O -3.04 0.53 -0.72 0.051
O -2.71 2.71 -1.28 -0.062
O -2.86 -2.92 -0.11 0.001
C -2.54 -0.61 -0.18 -0.165
C -4.13 -5.62 1.74 0.016
C -3.66 -4.11 -0.19 -0.162
C 2.61 -1.18 -0.95 -0.113
C 0.56 4.81 1.20 -0.272
C -3.48 -1.76 -0.34 -0.420
C 3.32 0.05 0.99 -0.117
C -4.46 4.04 -0.18 -0.067
C -4.26 -4.45 1.14 -0.142
C -1.38 -0.70 0.47 0.047
C 0.99 0.02 0.37 -0.195
C -4.09 3.07 -1.30 -0.222
C 2.01 0.43 1.22 -0.027
C -0.44 0.46 0.60 -0.215
C 1.30 -0.79 -0.71 -0.018
C 3.61 -0.76 -0.09 -0.681
C -0.08 2.86 -0.25 -0.133
C -2.35 1.73 -0.37 -0.328
C -0.42 3.66 1.01 -0.169
C -0.83 1.54 -0.42 -0.181
H -1.43 4.07 0.92 0.107
H -3.82 4.91 -0.21 0.074
H -4.84 -3.65 1.59 0.109
H -4.37 3.57 0.79 0.069
H 1.91 3.82 2.19 0.083
H -4.23 3.55 -2.27 0.124
H 1.78 1.05 2.07 0.112
H -3.56 -6.42 1.29 0.058
H -0.39 3.02 1.90 0.110
H -0.51 0.87 1.62 0.145
H -2.99 -4.90 -0.53 0.130
H -0.61 1.16 -1.42 0.166
H 0.60 5.43 0.30 0.123
H -5.50 4.35 -0.31 0.075
H -0.28 3.48 -1.12 0.125
H -2.67 2.00 0.66 0.173
H -4.70 2.17 -1.26 0.122
H 0.52 -1.13 -1.37 0.124
H -4.45 -3.94 -0.92 0.128
H 2.84 -1.82 -1.79 0.102
H 4.11 0.37 1.65 0.102
H 0.24 5.44 2.04 0.116
H -4.60 -5.82 2.68 0.054
H -1.08 -1.65 0.90 0.132
H 1.00 2.64 -0.24 0.116

***

No. 4
69
Properties=species:S:1:pos:R:3:lowdin_charge:R:1 method="wB97M-V/def2-TZVPD" charge=+3 homo_lumo_gap_ha="0.2041 / 0.2057" spin_multiplicity=4
Er -0.90 1.05 -0.33 1.171
S -1.38 1.63 2.94 0.908
P 1.54 2.32 0.19 0.733
P 1.87 -1.08 1.79 0.876
P -1.39 -2.22 0.16 0.788
O -1.97 1.32 1.50 -0.697
O -0.33 -0.37 -1.78 -0.390
C 3.17 1.84 -0.45 -0.227
C -1.71 2.57 -1.81 -0.191
C -0.03 -3.23 -0.48 -0.263
C 1.92 3.50 1.53 -0.237
C 0.91 -2.06 2.98 -0.174
C -1.96 -3.23 1.58 -0.265
C -2.67 -2.73 -1.05 -0.253
C -1.83 -1.49 -4.92 -0.057
C 0.65 -0.71 -3.86 -0.034
C -0.52 -0.61 -3.09 -0.455
C -2.24 0.46 3.98 -0.209
C -0.90 2.15 -2.89 0.060
C 0.56 -1.30 -5.11 -0.057
C -2.14 3.19 3.43 -0.189
C 1.15 3.62 -1.05 -0.265
C 2.60 0.18 2.81 -0.211
C -0.66 -1.73 -5.62 -0.059
C 3.23 -2.19 1.42 -0.200
C -1.79 -1.00 -3.62 -0.064
H 3.10 -0.33 3.65 0.099
H -3.09 -3.70 -0.76 0.064
H -2.68 -0.84 -3.00 0.106
H 0.99 3.99 1.86 0.056
H 1.94 4.37 -1.12 0.085
H 1.85 0.84 3.24 0.044
H 0.62 -2.58 -1.06 0.026
H -1.14 -3.76 2.08 0.034
H 2.39 2.96 2.36 0.038
H -3.45 -1.97 -1.04 0.049
H 0.26 -1.41 3.57 0.056
H -1.39 1.71 -3.77 0.115
H -2.47 -2.55 2.29 0.034
H -0.02 2.64 -3.25 0.083
H -1.62 3.57 4.32 0.094
H 0.54 -3.69 0.31 0.028
H 0.32 -2.82 2.49 0.009
H 1.60 -2.55 3.68 0.100
H 1.11 3.11 -2.01 0.023
H -2.00 3.88 2.60 0.068
H 2.60 4.26 1.10 0.078
H 3.80 -2.41 2.34 0.093
H 3.35 0.79 2.30 0.050
H -3.20 3.03 3.64 0.080
H -3.29 0.76 4.07 0.087
H -1.76 0.41 4.98 0.097
H -2.68 -3.97 1.19 0.057
H 3.68 1.16 0.24 0.030
H -1.62 3.56 -1.40 0.080
H 3.77 2.74 -0.58 0.079
H -0.40 -4.00 -1.14 0.071
H 3.90 -1.76 0.67 0.074
H 1.57 -0.27 -3.49 0.110
H 2.86 -3.15 1.01 0.074
H 1.46 -1.49 -5.68 0.117
H -2.80 -1.79 -5.32 0.125
H 1.34 -0.77 0.46 0.031
H -2.74 2.22 -1.74 0.098
H -2.21 -2.79 -2.04 0.036
H 3.08 1.34 -1.43 0.065
H -2.18 -0.51 3.47 0.047
H -0.71 -2.27 -6.55 0.120
H 0.19 4.13 -0.83 0.053

***

No. 5
61
Properties=species:S:1:pos:R:3:lowdin_charge:R:1 method="wB97M-V/def2-TZVPD" relative_energy_kj_mol=0.0 charge=-1 homo_lumo_gap_ha=0.2100
Co -2.88 0.49 5.43 0.047
Co -2.47 1.68 7.96 0.041
P 0.35 0.22 -0.83 1.066
O -3.82 -0.44 9.41 0.103
O -4.65 2.72 4.83 0.130
O -2.08 -0.28 2.72 0.083
O -0.30 2.05 9.84 0.063
O -4.03 4.11 8.02 0.063
O -5.05 -1.43 6.03 0.111
C -1.22 -4.54 8.84 -0.128
C 2.49 -1.47 -1.65 -0.135
C -1.98 -4.12 7.73 -0.100
C 1.94 -0.04 -1.79 -0.589
C -1.93 1.73 -1.70 -0.132
C -0.85 -1.94 7.77 -0.227
C -0.12 -2.38 8.91 -0.057
C -1.66 1.55 6.18 -0.280
C -0.58 -0.62 7.21 -0.106
C -3.42 3.12 7.98 -0.209
C -0.40 1.64 -1.81 -0.575
C -3.93 1.86 5.09 -0.148
C -0.88 -1.29 -2.93 -0.123
C -4.18 -0.70 5.85 -0.119
C 3.02 0.96 -1.36 -0.139
C -0.63 -1.25 -1.43 -0.577
C -1.43 0.16 6.45 -0.299
C -2.40 0.05 3.79 -0.101
C -1.17 1.93 9.06 -0.184
C -1.91 -1.41 -0.60 -0.131
C -1.80 -2.83 7.21 -0.043
C 0.21 2.98 -1.39 -0.136
C -3.34 0.41 8.79 -0.164
C -0.29 -3.66 9.43 -0.115
H -1.35 -5.55 9.24 0.086
H -0.35 3.80 -1.87 0.071
H -2.25 1.76 -0.65 0.085
H 0.36 -0.15 7.54 0.105
H -0.13 1.43 -2.86 0.095
H 3.13 0.97 -0.27 0.078
H 0.05 -1.26 -3.51 0.065
H -2.26 2.68 -2.16 0.074
H 0.30 -3.99 10.29 0.093
H -1.68 -1.43 0.47 0.052
H -2.46 0.93 -2.22 0.049
H 1.67 0.15 -2.83 0.090
H 0.14 3.12 -0.31 0.080
H 3.51 -1.50 -2.06 0.071
H -0.99 2.27 5.72 0.070
H -2.62 -0.59 -0.77 0.055
H -2.39 -2.35 -0.87 0.076
H -2.37 -2.52 6.33 0.086
H 2.82 1.98 -1.70 0.046
H -1.53 -0.48 -3.28 0.059
H 0.60 -1.71 9.36 0.101
H 2.55 -1.77 -0.60 0.083
H 3.98 0.65 -1.79 0.068
H 1.25 3.09 -1.69 0.045
H 0.03 -2.09 -1.17 0.085
H -1.38 -2.23 -3.17 0.077
H -2.69 -4.81 7.25 0.097
H 1.89 -2.21 -2.20 0.061

***

No. 6
42
Properties=species:S:1:pos:R:3:lowdin_charge:R:1 method="wB97M-V/def2-TZVPD" relative_energy_kj_mol=0.0 charge=+1 homo_lumo_gap_ha="0.2885 / 0.2190" spin_multiplicity=6
Ho 0.45 -0.90 -1.56 1.341
S 2.12 -2.63 -2.90 0.530
S 2.58 -2.95 -5.72 0.934
S 1.81 -3.18 -8.61 0.671
S -1.07 -1.67 -3.78 0.547
S -0.13 -2.02 -6.53 0.931
N 0.62 -0.69 1.51 0.037
N 0.58 1.63 0.47 0.056
N -1.45 -0.27 -0.54 -0.130
N -0.43 1.20 2.79 -0.032
N -1.54 0.30 0.67 -0.002
N 0.71 -1.65 0.50 -0.147
N 1.13 1.15 -0.75 -0.094
N -1.27 0.50 3.60 0.066
C 1.48 -2.50 -4.46 -1.188
C 0.25 2.13 3.56 -0.057
C 0.20 -2.16 -4.81 -1.157
C 1.19 -2.77 1.10 -0.118
C 1.11 -1.25 2.63 -0.040
C 0.47 2.97 0.33 -0.055
C 1.42 2.22 -1.48 -0.134
C 1.45 -2.69 -7.08 -1.378
C -2.71 -0.22 -1.07 -0.091
C -0.20 2.04 4.89 -0.045
C 1.01 3.38 -0.86 -0.026
C 1.46 -2.59 2.42 -0.022
C -2.77 0.81 0.90 -0.017
C -1.06 0.96 4.84 -0.152
C -3.52 0.56 -0.22 -0.018
B -0.24 0.71 1.41 -0.642
H 0.19 2.63 5.74 0.113
H -1.61 0.44 5.63 0.115
H 1.36 -3.61 0.44 0.115
H -2.98 -0.73 -1.99 0.080
H 1.18 -0.70 3.56 0.135
H 1.74 2.06 -2.47 0.111
H 1.76 -3.31 3.20 0.130
H 0.03 3.63 1.07 0.141
H 0.97 2.82 3.10 0.121
H 1.12 4.45 -1.15 0.133
H -2.85 1.22 1.90 0.131
H -4.57 0.69 -0.29 0.103

***

No. 7
33
Properties=species:S:1:pos:R:3:lowdin_charge:R:1 method="wB97M-V/def2-TZVPD" relative_energy_kj_mol=93.8 smiles=CCc1ccccc1.Cc1ccccc1 homo_lumo_gap_ha=0.3585
C -2.75 -0.04 -2.78 -0.097
C -0.53 -0.68 -4.31 -0.049
C -0.76 0.65 -3.94 -0.287
C 0.82 -1.82 3.62 -0.096
C -1.98 0.97 -3.36 -0.061
C 2.22 1.69 3.22 -0.208
C -1.30 -1.66 -3.71 -0.098
C -0.88 -0.48 2.66 -0.091
C -0.49 -1.71 3.13 -0.094
C -2.42 -1.37 -2.93 -0.098
C -0.02 0.61 2.78 -0.051
C 3.58 1.35 2.64 -0.106
C 1.66 -0.73 3.79 -0.051
C 0.22 1.73 -4.27 -0.058
C 1.30 0.47 3.18 -0.244
H 4.18 0.78 3.34 0.072
H 0.38 -0.92 -4.82 0.105
H 1.05 -2.71 4.20 0.096
H -3.01 -2.08 -2.36 0.100
H 1.22 1.38 -4.50 0.072
H -2.24 2.01 -3.17 0.109
H 2.50 -0.94 4.44 0.115
H -3.56 0.30 -2.14 0.099
H -1.11 -2.71 -3.86 0.101
H 0.20 2.52 -3.51 0.079
H -0.95 -2.68 3.00 0.096
H 4.20 2.17 2.29 0.067
H -0.42 1.54 2.40 0.107
H 3.46 0.80 1.71 0.073
H 0.03 2.17 -5.26 0.084
H 1.74 2.56 2.79 0.102
H -1.77 -0.26 2.09 0.099
H 2.22 1.92 4.29 0.114

***

No. 8
19
Properties=species:S:1:pos:R:3:lowdin_charge:R:1 method="wB97M-V/def2-TZVPD" relative_energy_kj_mol=15.3 charge=+1 homo_lumo_gap_ha="0.4211 / 0.1549" spin_multiplicity=2
C -0.96 -2.22 0.88 0.056
C -0.28 1.82 -2.13 -0.176
C 0.12 -1.42 1.70 -0.155
C -0.11 0.02 1.81 -0.030
C 1.25 1.64 -2.14 -0.165
H -1.99 -2.21 1.28 0.123
H 1.59 0.92 -1.38 0.044
H 0.00 0.51 0.83 0.119
H 1.15 -1.70 1.51 0.146
H 1.60 1.37 -3.12 0.063
H -1.10 0.24 2.23 0.117
H -0.60 2.33 -3.04 0.072
H -0.04 -2.07 2.64 0.234
H -0.82 0.89 -2.10 0.043
H 1.73 2.59 -1.90 0.070
H -0.62 -3.25 0.83 0.114
H -0.60 2.40 -1.26 0.057
H 0.70 0.50 2.38 0.132
H -0.98 -1.65 -0.06 0.134

***

Taking the records one at a time from the top gives max |F| values of 6.3 1.3 0.6 4.7 4.5 2.4 2.0 1.3 eV/Å.